A structure of composition C16H25OOsS in a non-equilibrium geometry, computed with the ωB97M-V functional and the def2-TZVPD basis.

```
44
Properties=species:S:1:pos:R:3
Os 1.15 -1.47 0.56
S -1.38 2.50 1.43
O -2.08 1.23 1.05
C 0.34 -3.50 0.22
C 0.30 -0.38 -3.50
C -0.91 -2.04 1.50
C 2.40 -0.25 1.70
C -1.90 0.31 -2.44
C 0.08 1.90 -2.40
C -0.59 -2.83 -0.64
C -0.51 0.62 -2.80
C -0.46 2.21 2.96
C 2.15 0.37 0.46
C 0.11 -3.05 1.57
C -2.63 3.64 2.02
C 2.62 -0.50 -0.56
C -1.39 -1.97 0.16
C 3.16 -1.66 0.06
C 2.98 -1.52 1.46
H 1.35 -0.06 -3.55
H 3.57 -2.53 -0.44
H -0.67 -3.00 -1.71
H -0.93 2.81 3.75
H 2.14 0.16 2.67
H 0.61 -3.40 2.47
H -2.23 -1.36 -0.18
H -3.41 3.71 1.26
H 3.20 -2.27 2.21
H 2.55 -0.32 -1.63
H -3.06 3.27 2.96
H 1.05 -4.27 -0.07
H 1.18 1.82 -2.36
H -0.54 1.15 3.21
H 0.59 2.52 2.86
H -2.13 0.56 -1.39
H -2.10 -0.76 -2.59
H -2.64 0.86 -3.05
H 1.69 1.33 0.30
H -2.12 4.60 2.15
H -0.28 2.23 -1.41
H -0.14 2.73 -3.09
H -0.04 -0.55 -4.54
H 0.25 -1.36 -2.99
H -1.28 -1.46 2.34
```

HOMO-LUMO gap (alpha / beta)	6.1 / 5.8	eV
E_tot	-1188.24661	Eh
charge	+1
multiplicity	5
E_HOMO (alpha / beta)	-0.334 / -0.432	Ha
ΔE to the lowest compared entry with this formula, charge and spin	5.54	kcal/mol
LUMO energy (alpha / beta)	-2.993 / -5.950	eV

natural (NBO) population analysis, charges in e, atoms 1 to 4: number 1, Os, carries 1.200; number 2, S, carries 1.222; number 3, O, carries -1.003; number 4, C, carries -0.343

A structure of composition C12H14BBr2MnNO2S, computed with the ωB97M-V functional and the def2-TZVPD basis.

```
34
Properties=species:S:1:pos:R:3
Br -3.30 -2.92 -4.72
Br -2.39 -0.29 -6.25
Mn -0.90 -1.58 -4.31
S 3.33 -3.04 -3.97
O 0.76 -0.96 -1.50
O -1.37 -0.19 -1.88
N 0.74 -2.35 -4.64
C -3.47 -1.89 -6.35
C 0.36 0.73 1.77
C -0.94 1.20 1.52
C -0.95 0.22 -0.61
C 1.03 1.05 3.11
C 1.13 2.57 3.28
C 0.18 0.46 4.24
C 2.43 0.46 3.20
C -1.62 0.96 0.34
C 1.01 -0.01 0.78
C 1.87 -2.64 -4.32
C 0.33 -0.24 -0.39
B -0.29 -0.90 -2.35
H 2.42 -0.63 3.12
H -2.63 1.33 0.17
H -0.83 0.88 4.26
H 2.01 -0.39 0.91
H -3.11 -2.50 -7.17
H 2.86 0.71 4.17
H 1.60 2.80 4.23
H -1.44 1.78 2.29
H 0.09 -0.62 4.14
H 3.10 0.87 2.44
H 0.65 0.68 5.20
H 1.72 3.01 2.48
H 0.15 3.05 3.27
H -4.51 -1.61 -6.47
```

HOMO-LUMO gap (alpha / beta)	5.9 / 7.3	eV
E_tot	-7392.77352	Eh
charge	+1
multiplicity	5
E_HOMO (alpha / beta)	-0.425 / -0.426	Ha
ΔE to the lowest compared entry with this formula, charge and spin	0.00	kcal/mol
LUMO energy (alpha / beta)	-5.678 / -4.260	eV

Löwdin population analysis, charges in e, atoms 1 to 4: number 1, Br, carries 0.751; number 2, Br, carries 0.749; number 3, Mn, carries 0.667; number 4, S, carries 0.802

An isolated molecule of C9H9F3IN in a non-equilibrium geometry, computed with the ωB97M-V functional and the def2-TZVPD basis.

```
23
Properties=species:S:1:pos:R:3
I 3.70 0.71 -0.33
F 1.96 3.16 -1.27
F 0.34 2.90 -2.50
F 2.10 1.74 -3.00
N -0.32 -0.66 0.73
C -0.93 -1.46 1.75
C 0.75 1.17 -1.00
C -0.63 0.88 -1.02
C 1.09 -0.56 0.71
C 1.37 2.21 -1.99
C -2.53 -0.46 -0.27
C 1.60 0.44 -0.19
C -1.11 -0.12 -0.19
C 1.79 -1.41 1.47
H -3.01 0.19 -1.06
H -1.09 -2.44 1.30
H -0.23 -1.40 2.76
H -3.01 -0.22 0.81
H 2.96 -1.28 1.54
H -2.01 -1.00 1.98
H -2.76 -1.56 -0.24
H -1.25 1.47 -1.80
H 1.22 -2.31 1.82
```

HOMO-LUMO gap	7.5	eV
structure (SMILES)	C=C1C(I)=C(C(F)(F)F)C=C(C)N1C
E_tot	-1000.31022	Eh
E_HOMO	-0.264	Ha
LUMO energy	0.356	eV

natural (NBO) population analysis, charges in e, atoms 1 to 4: number 1, I, carries 0.170; number 2, F, carries -0.320; number 3, F, carries -0.335; number 4, F, carries -0.298

A structure of composition C13H15Br30F5O3P2 in a non-equilibrium geometry, computed with the ωB97M-V functional and the def2-TZVPD basis.

```
68
Properties=species:S:1:pos:R:3
Br 10.06 7.66 2.49
Br 10.27 5.25 4.57
Br -4.57 -3.02 0.57
Br 2.43 5.10 2.10
Br 3.02 -3.18 -6.83
Br 0.25 4.39 -0.10
Br -3.45 -2.41 6.82
Br 0.45 3.19 4.83
Br 3.58 3.24 5.46
Br -1.74 1.08 3.88
Br 7.72 1.00 3.21
Br -6.34 0.73 -3.31
Br 2.95 -5.03 -9.42
Br 1.54 2.06 1.63
Br -4.37 -5.45 2.62
Br -4.54 -5.35 6.22
Br 1.45 -3.31 -2.94
Br -8.57 -0.82 -1.64
Br -2.69 -5.50 -0.10
Br -6.07 -2.81 5.04
Br 3.50 -6.32 -6.55
Br 4.99 2.31 2.21
Br -0.53 -3.85 -5.38
Br -2.78 -1.88 3.35
Br 7.78 3.36 1.06
Br -7.47 -2.06 -4.37
Br -4.35 0.56 2.10
Br 11.90 5.14 1.82
Br 1.99 0.48 5.47
Br 0.15 -6.20 -3.34
P -1.35 1.59 -3.48
P -3.44 1.88 -1.35
F -0.24 -0.82 -3.73
F 1.25 1.56 -1.68
F 1.98 -0.34 -2.22
F 0.19 -0.21 -1.10
F 0.98 0.83 -4.29
O -3.95 3.17 -2.17
O -2.39 2.24 -0.42
O -4.75 1.28 -0.67
C 1.82 3.79 0.82
C 0.10 0.41 -3.38
C 1.89 2.37 5.81
C 10.30 5.76 2.71
C 6.86 2.61 2.58
C -4.31 -4.92 0.77
C -7.06 -0.99 -2.82
C 0.87 0.37 -2.05
C -3.27 -0.05 3.59
C 3.72 -4.76 -7.68
C -2.78 0.77 -2.64
C 0.79 -4.61 -4.21
C -5.01 -3.50 6.49
H -5.13 -5.41 0.27
H 6.92 3.33 3.38
H -3.58 0.65 -3.37
H -2.53 -0.21 -2.22
H -3.89 0.02 4.47
H -4.57 1.34 0.30
H -1.00 2.67 -2.64
H 1.63 -4.90 -4.83
H -6.28 -1.51 -2.27
H 2.61 3.68 0.09
H 4.78 -4.61 -7.81
H -5.62 -3.45 7.38
H 1.67 2.50 6.86
H 9.46 5.27 2.24
H -3.26 3.84 -2.13
```

HOMO-LUMO gap	9.2	eV
E_tot	-79132.50473	Eh
E_HOMO	-0.349	Ha
LUMO energy	-0.254	eV

natural (NBO) population analysis, charges in e, atoms 1 to 4: number 1, Br, carries 0.090; number 2, Br, carries 0.084; number 3, Br, carries 0.083; number 4, Br, carries 0.091

A cluster of 2 separate species, C3H10N2S in total in a non-equilibrium geometry, computed with the ωB97M-V functional and the def2-TZVPD basis.

```
16
Properties=species:S:1:pos:R:3
S 0.98 -0.90 0.10
N -3.79 0.47 0.18
N -2.41 2.33 0.16
C 3.74 -1.10 0.28
C 2.52 -1.77 -0.31
C -2.95 1.29 -0.40
H 2.40 -2.80 -0.01
H -2.71 1.09 -1.43
H -2.44 2.59 1.14
H -1.75 2.88 -0.37
H 2.54 -1.63 -1.39
H 3.79 -1.25 1.36
H -4.15 -0.31 -0.34
H 3.72 -0.03 0.09
H -4.16 0.62 1.11
H 4.66 -1.48 -0.16
```

HOMO-LUMO gap (alpha / beta)	8.1 / 7.0	eV
E_tot	-627.72098	Eh
charge	+1
multiplicity	2
E_HOMO (alpha / beta)	-0.437 / -0.422	Ha
ΔE to the lowest compared entry with this formula, charge and spin	0.00	kcal/mol
LUMO energy (alpha / beta)	-3.767 / -4.499	eV

natural (NBO) population analysis, charges in e, atoms 1 to 4: number 1, S, carries 0.044; number 2, N, carries -0.695; number 3, N, carries -0.697; number 4, C, carries -0.619

A structure of composition C22H34Cl5FeN4Si2, computed with the ωB97M-V functional and the def2-TZVPD basis.

```
68
Properties=species:S:1:pos:R:3
Fe 0.18 0.14 0.65
Cl 2.36 1.07 2.67
Cl 5.45 0.99 2.33
Cl 4.82 -0.64 -2.77
Cl 1.75 -0.60 -2.42
Cl 6.69 0.14 -0.41
Si 0.37 3.07 -1.00
Si -0.50 -2.88 -0.68
N -0.26 1.44 -0.79
N 0.48 -1.37 2.13
N -0.77 -1.15 -0.54
N -1.66 1.00 1.50
C -1.51 -0.47 -1.43
C -2.83 1.06 -3.40
C -2.66 0.52 2.48
C 1.37 3.18 -2.58
C 3.05 0.47 1.16
C 1.32 -3.29 -0.43
C 2.15 0.09 0.18
C -1.51 -3.77 0.66
C 1.47 3.53 0.44
C 4.43 0.50 1.03
C 2.75 -0.22 -1.05
C 0.28 -1.32 3.61
C -1.85 1.64 -2.65
C -1.02 4.35 -0.99
C -3.22 -0.28 -3.16
C -2.15 -0.69 3.24
C -2.57 -1.02 -2.20
C 4.13 -0.22 -1.24
C 4.98 0.13 -0.19
C -1.19 0.93 -1.61
C -0.84 -0.38 3.98
C -0.90 -3.64 -2.34
H -0.65 5.29 -0.55
H -2.89 -2.03 -2.01
H -0.13 -2.09 1.77
H -1.86 4.02 -0.38
H -2.01 -1.50 2.53
H -0.51 0.64 3.74
H 1.68 4.21 -2.77
H -0.62 -2.97 -3.16
H 1.83 -3.23 -1.39
H 0.07 -2.33 3.98
H -2.11 1.13 0.60
H -1.33 1.93 1.75
H -2.92 -1.02 3.94
H -3.32 1.63 -4.18
H -3.58 0.26 1.95
H -1.95 -3.91 -2.48
H 2.26 2.57 -2.50
H -4.03 -0.72 -3.72
H 0.99 3.42 1.41
H -2.36 -3.16 0.99
H 1.21 -0.99 4.06
H 2.39 2.95 0.46
H -0.92 -4.04 1.54
H 1.87 -2.66 0.26
H -0.30 -4.55 -2.44
H 1.40 -4.33 -0.08
H -1.41 4.59 -1.98
H 0.80 2.83 -3.44
H 1.74 4.58 0.33
H -1.91 -4.70 0.26
H -1.58 2.67 -2.85
H 1.42 -1.71 1.96
H -2.91 1.32 3.18
H -0.99 -0.41 5.06
```

HOMO-LUMO gap (alpha / beta)	7.1 / 6.7	eV
E_tot	-5221.49112	Eh
multiplicity	2
E_HOMO (alpha / beta)	-0.247 / -0.280	Ha
ΔE to the lowest compared entry with this formula, charge and spin	3.96	kcal/mol
LUMO energy (alpha / beta)	0.373 / -0.930	eV

natural (NBO) population analysis, charges in e, atoms 1 to 4: number 1, Fe, carries 0.938; number 2, Cl, carries -0.019; number 3, Cl, carries 0.045; number 4, Cl, carries 0.047

Number 5 is which compound?
C3H10N2S

Which value of E_tot does entry 1 give?
-1188.24661 Eh

What is the formula in the second record?
C12H14BBr2MnNO2S